Record 1
Density functional theory data (the ωB97M-V functional and the def2-TZVPD basis) for 9 unconnected molecules or ions with the total composition C44H71N11O4.

XYZ file:
```
130
Properties=species:S:1:pos:R:3:lowdin_charge:R:1
N 0.826 2.024 2.614 0.1892
C 1.674 2.440 1.973 -0.3172
O 2.598 2.975 1.237 0.0470
N 1.977 3.442 0.025 0.0106
C 2.187 4.886 -0.147 -0.1298
C 0.946 5.690 0.254 -0.1412
C -0.347 5.109 -0.343 -0.2188
N -1.119 6.140 -1.047 -0.0408
C -2.257 5.579 -1.836 -0.1494
C -2.672 4.202 -1.402 -0.1950
C -2.261 3.104 -2.138 -0.0377
C -2.595 1.837 -1.689 -0.0777
C -3.323 1.618 -0.533 -0.0691
C -3.736 2.723 0.191 -0.0087
C -3.419 4.003 -0.243 -0.2777
O -3.811 5.111 0.494 0.0353
C 2.291 2.637 -1.069 -0.5502
O 1.712 2.783 -2.115 0.1257
O 3.245 1.719 -0.878 0.1279
H 3.006 5.178 0.508 0.1021
H 2.425 5.108 -1.181 0.1366
H 0.889 5.621 1.340 0.1106
H 1.069 6.745 0.024 0.1108
H -0.043 4.329 -1.043 0.0986
H -0.910 4.684 0.478 0.1150
H -0.477 6.541 -1.719 0.0949
H -3.085 6.282 -1.789 0.1113
H -1.964 5.544 -2.886 0.1109
H -1.677 3.229 -3.035 0.1135
H -2.250 0.978 -2.247 0.0566
H -3.546 0.624 -0.191 0.0649
H -4.319 2.630 1.096 0.1005
H -3.300 5.154 1.306 0.1058
H 3.099 1.061 -1.575 0.1230
C -3.151 -3.032 2.569 -0.1196
C -2.265 -1.810 2.345 -0.2609
C -2.818 -0.530 2.974 -0.1703
C -4.120 -0.163 2.414 -0.2238
N -5.115 0.160 1.938 0.1661
H -4.123 -2.912 2.106 0.0255
H -2.692 -3.919 2.131 0.0664
H -3.299 -3.218 3.636 0.0745
H -2.130 -1.658 1.271 0.0788
H -1.278 -1.992 2.770 0.0739
H -2.130 0.297 2.787 0.1117
H -2.926 -0.639 4.055 0.1207
C 0.849 -0.609 -2.446 -0.1122
C 0.181 -1.543 -3.446 -0.2489
C -1.318 -1.262 -3.610 -0.1737
C -2.007 -1.444 -2.330 -0.2290
N -2.547 -1.590 -1.329 0.1893
H 0.427 -0.728 -1.446 0.0752
H 1.915 -0.831 -2.379 0.0569
H 0.734 0.438 -2.744 0.0660
H 0.326 -2.575 -3.122 0.0898
H 0.671 -1.440 -4.416 0.1145
H -1.749 -1.942 -4.345 0.1095
H -1.481 -0.241 -3.961 0.1141
C 1.064 -2.833 1.618 -0.1167
C 2.561 -3.068 1.773 -0.2487
C 3.329 -2.507 0.571 -0.1991
C 2.886 -3.155 -0.662 -0.2363
N 2.494 -3.611 -1.638 0.1583
H 0.666 -3.357 0.747 0.0766
H 0.526 -3.197 2.493 0.0293
H 0.843 -1.769 1.507 0.0759
H 2.759 -4.136 1.887 0.1091
H 2.918 -2.581 2.682 0.1098
H 4.402 -2.655 0.684 0.1040
H 3.151 -1.436 0.478 0.0999
C 7.075 1.940 -2.865 -0.0963
C 6.471 2.769 -1.737 -0.2624
C 6.770 2.196 -0.347 -0.1740
C 6.218 0.848 -0.204 -0.2248
N 5.768 -0.199 -0.086 0.1732
H 6.659 0.931 -2.887 0.0718
H 6.866 2.401 -3.830 0.0753
H 8.158 1.861 -2.757 0.0806
H 5.390 2.837 -1.880 0.0937
H 6.866 3.783 -1.787 0.0761
H 6.335 2.826 0.429 0.1053
H 7.847 2.151 -0.178 0.1260
C 5.593 8.566 0.080 -0.1001
C 4.936 7.210 -0.152 -0.2637
C 5.788 6.040 0.354 -0.1846
C 7.081 5.996 -0.333 -0.2441
N 8.090 5.970 -0.878 0.1649
H 6.534 8.650 -0.464 0.0738
H 4.942 9.368 -0.266 0.0756
H 5.795 8.728 1.140 0.0803
H 4.739 7.081 -1.218 0.1164
H 3.971 7.184 0.357 0.0934
H 5.274 5.092 0.182 0.0892
H 5.969 6.134 1.426 0.1281
C -0.462 -6.486 -5.321 -0.1075
C -1.644 -5.674 -4.802 -0.2599
C -2.665 -5.349 -5.897 -0.1899
C -2.042 -4.558 -6.965 -0.2460
N -1.545 -3.930 -7.786 0.1436
H 0.099 -5.935 -6.077 0.0709
H 0.227 -6.716 -4.509 0.0741
H -0.795 -7.428 -5.760 0.0763
H -1.275 -4.746 -4.361 0.0974
H -2.137 -6.232 -4.005 0.1101
H -3.499 -4.780 -5.486 0.1158
H -3.066 -6.265 -6.332 0.1185
C -8.285 -1.576 3.134 -0.1103
C -9.020 -2.902 2.973 -0.2629
C -8.244 -4.089 3.555 -0.1891
C -6.951 -4.253 2.888 -0.2116
N -5.939 -4.382 2.365 0.1707
H -7.336 -1.572 2.598 0.0502
H -8.883 -0.757 2.735 0.0740
H -8.083 -1.365 4.186 0.0769
H -9.216 -3.081 1.914 0.1110
H -9.989 -2.843 3.472 0.1049
H -8.811 -5.013 3.433 0.1150
H -8.067 -3.942 4.622 0.1186
C -0.702 -6.317 3.644 -0.1035
C 0.395 -6.599 4.665 -0.2580
C 0.298 -5.702 5.905 -0.1864
C 0.420 -4.291 5.536 -0.2312
N 0.509 -3.185 5.247 0.1600
H -0.638 -5.299 3.258 0.0511
H -0.615 -6.994 2.794 0.0756
H -1.693 -6.452 4.082 0.0808
H 1.371 -6.463 4.194 0.1083
H 0.336 -7.641 4.983 0.1069
H 1.089 -5.943 6.615 0.1167
H -0.660 -5.847 6.407 0.1208
```

The value obtained for the frontier orbital gap is 8.8 eV. The SMILES is N#CON(CCCNCc1ccccc1O)C(=O)O.CCCC#N.CCCC#N.CCCC#N.CCCC#N.CCCC#N.CCCC#N.CCCC#N.CCCC#N. As for the HOMO energy: -8.552 eV. The total energy is -2622.3211 hartree.

=====

Record 2
Density functional theory data (the ωB97M-V functional and the def2-TZVPD basis) for a molecular structure, C44H73GeN7NiP3.

XYZ file:
```
129
Properties=species:S:1:pos:R:3:lowdin_charge:R:1
Ni 0.193 0.819 0.110 0.0414
C 3.619 2.205 -0.301 -0.1036
C 3.755 1.071 0.728 -0.5087
C 5.111 0.373 0.618 -0.0805
P 2.352 -0.124 0.723 1.0577
C 2.789 -1.434 -0.458 -0.3822
N 1.589 -2.119 -0.843 -0.1665
Ge -0.126 -1.397 -0.688 0.8697
N -1.475 -1.885 0.557 -0.1535
C -2.073 -0.952 1.496 -0.3792
P -2.174 0.674 0.697 1.0642
C -3.732 0.518 -0.320 -0.4959
C -3.543 -0.436 -1.491 -0.1021
C -4.982 0.103 0.458 -0.0732
C -2.554 1.906 2.015 -0.5238
C -3.547 1.496 3.108 -0.0849
C -2.925 3.252 1.384 -0.0901
C -1.571 -3.249 0.881 -0.2318
C -2.115 -3.750 2.058 -0.0097
C -2.132 -5.123 2.282 -0.0563
C -1.583 -5.999 1.359 -0.0570
C -1.034 -5.499 0.184 0.0053
C -1.065 -4.140 -0.047 -0.1787
N -0.622 -3.461 -1.239 -0.0450
C 0.577 -4.029 -1.833 -0.1674
C 0.590 -5.159 -2.624 -0.0046
C 1.801 -5.650 -3.091 -0.0576
C 2.974 -4.984 -2.766 -0.0569
C 2.946 -3.819 -2.009 -0.0069
C 1.730 -3.322 -1.545 -0.2115
C -1.652 -3.270 -2.258 -0.1845
C -2.681 -4.148 -2.503 -0.0010
C -3.501 -3.937 -3.609 -0.0595
C -3.235 -2.876 -4.458 -0.0563
C -2.218 -1.965 -4.171 -0.0156
C -1.456 -2.125 -3.022 -0.2567
N -0.526 -1.199 -2.518 -0.1472
C -0.368 0.047 -3.249 -0.3408
P 0.358 1.421 -2.259 1.0632
C 1.844 1.894 -3.275 -0.5310
C 1.493 2.418 -4.672 -0.0881
C 2.840 0.745 -3.375 -0.1013
C -0.720 2.878 -2.651 -0.5240
C -0.117 4.100 -1.946 -0.0981
C -2.168 2.724 -2.230 -0.1079
C 2.640 -1.057 2.301 -0.4873
C 2.864 -0.128 3.504 -0.0996
C 1.521 -2.083 2.532 -0.0879
H 3.976 3.145 0.121 0.0848
H 2.588 2.351 -0.623 0.0146
H 4.220 2.002 -1.187 0.0820
H 3.668 1.521 1.721 0.0885
H 5.226 -0.121 -0.348 0.0819
H 5.268 -0.365 1.405 0.0780
H 5.903 1.118 0.704 0.0976
H 3.498 -2.115 0.022 0.1065
H 3.302 -0.998 -1.317 0.0671
H -1.509 -0.877 2.433 0.0714
H -3.085 -1.274 1.751 0.0875
H -3.905 1.516 -0.722 0.0832
H -3.400 -1.460 -1.146 0.0801
H -2.687 -0.165 -2.098 0.0317
H -4.430 -0.418 -2.126 0.1067
H -4.914 -0.919 0.833 0.0845
H -5.823 0.132 -0.236 0.0977
H -5.223 0.765 1.282 0.0536
H -1.584 2.046 2.477 0.0424
H -4.579 1.647 2.804 0.0671
H -3.384 2.127 3.984 0.0851
H -3.436 0.458 3.421 0.0750
H -3.891 3.210 0.878 0.0864
H -2.171 3.577 0.665 0.0536
H -2.990 4.015 2.161 0.0930
H -2.517 -3.074 2.800 0.1052
H -2.572 -5.508 3.193 0.1141
H -1.593 -7.065 1.537 0.1142
H -0.601 -6.175 -0.541 0.1186
H -0.338 -5.651 -2.889 0.1253
H 1.826 -6.544 -3.698 0.1136
H 3.923 -5.362 -3.120 0.1142
H 3.867 -3.293 -1.798 0.1044
H -2.841 -4.998 -1.850 0.1250
H -4.312 -4.619 -3.820 0.1122
H -3.827 -2.744 -5.354 0.1141
H -2.028 -1.144 -4.848 0.1092
H -1.321 0.412 -3.650 0.0790
H 0.294 -0.121 -4.104 0.0940
H 2.324 2.703 -2.722 0.0817
H 0.789 1.771 -5.199 0.0853
H 2.407 2.451 -5.266 0.0940
H 1.089 3.428 -4.652 0.0767
H 2.450 -0.087 -3.964 0.0899
H 3.108 0.373 -2.394 0.0235
H 3.753 1.092 -3.861 0.0988
H -0.683 3.008 -3.732 0.1006
H -0.089 3.931 -0.863 0.0453
H -0.730 4.983 -2.128 0.0954
H 0.897 4.326 -2.282 0.0740
H -2.221 2.523 -1.167 0.0045
H -2.686 1.931 -2.768 0.0737
H -2.705 3.655 -2.420 0.1046
H 3.563 -1.613 2.127 0.1042
H 2.250 0.769 3.460 0.0318
H 3.905 0.190 3.567 0.0854
H 2.629 -0.654 4.430 0.0916
H 0.552 -1.606 2.685 0.0464
H 1.746 -2.678 3.419 0.0979
H 1.423 -2.771 1.692 0.0695
C 2.374 4.308 3.956 -0.0328
N 1.411 4.068 2.883 -0.1535
C 1.516 4.985 1.761 -0.0359
C 0.798 2.859 2.728 -0.4252
N 0.673 2.308 1.534 0.0794
N 0.304 2.295 3.864 -0.1460
C -0.083 3.088 5.028 -0.0231
C 0.011 0.882 3.981 -0.0675
H 3.374 4.419 3.529 0.0984
H 2.395 3.475 4.651 0.0840
H 2.133 5.222 4.500 0.1020
H 1.598 5.998 2.151 0.1046
H 0.620 4.935 1.144 0.0826
H 2.400 4.793 1.141 0.0873
H 1.221 2.871 0.891 0.0181
H -0.124 4.143 4.775 0.0982
H 0.598 2.942 5.868 0.0997
H -1.077 2.771 5.346 0.0938
H 0.200 0.394 3.033 0.0398
H -1.033 0.736 4.262 0.0908
H 0.631 0.423 4.752 0.1003
```

The value obtained for the frontier orbital gap (spin up / spin down) is 6.2 / 6.3 eV. As for the charge: +2. As for the expectation value of S²: 0.79. As for the HOMO energy (spin up / spin down): -12.134 / -12.124 eV. Its multiplicity is 2. The total energy is -6712.6061 hartree.

=====

Record 3
Density functional theory data (the ωB97M-V functional and the def2-TZVPD basis) for 3 unconnected molecules or ions with the total composition C44H73N2O15P3S2.

XYZ file:
```
139
Properties=species:S:1:pos:R:3:lowdin_charge:R:1
C 6.210 -0.140 -0.977 -0.1649
C 4.922 0.250 -0.087 -0.3925
P 4.384 2.083 -0.270 0.9392
C 5.963 3.184 -0.275 -0.2878
N 3.559 2.359 -1.828 -0.2632
C 3.942 3.626 -2.472 -0.1846
C 3.238 4.917 -1.906 -0.1424
O 2.286 4.750 -0.807 -0.1233
N 1.016 5.048 -1.238 -0.0024
O 0.779 4.384 -2.208 0.0441
C 3.514 6.351 -2.402 0.0082
C 4.543 6.533 -3.563 -0.0463
C 5.270 5.276 -4.140 -0.0531
C 4.980 3.827 -3.601 -0.3935
S 5.853 2.331 -4.231 0.9141
C 4.606 0.973 -3.904 -0.3119
C 4.605 -0.294 -4.842 -0.1065
C 5.659 -0.361 -6.035 -0.1900
C 7.201 -0.442 -5.565 -0.2553
C 8.015 0.611 -6.517 -0.6059
S 9.853 0.551 -6.273 0.6244
C 3.523 -1.392 -4.538 -0.0577
C 3.470 -2.702 -5.494 -0.1603
C 4.211 -3.982 -4.804 -0.1798
C 3.395 -5.354 -4.978 -0.2125
C 3.216 -5.796 -6.527 -0.1910
C 1.867 -5.203 -7.175 -0.1605
C 0.990 -6.290 -7.966 -0.1613
O 0.772 -5.902 -9.365 -0.0854
C -0.091 -4.753 -9.421 -0.4037
C 0.525 -3.394 -10.042 -0.0035
O -1.284 -4.747 -9.049 0.0619
C 2.478 -1.237 -3.364 -0.0564
C 1.389 -2.377 -3.133 -0.0967
C 1.365 -2.954 -1.613 -0.1428
O -0.005 -2.698 -1.135 -0.0826
C -0.135 -3.023 0.237 -0.4114
C -1.631 -3.329 0.776 0.0085
O 0.790 -3.056 1.083 0.0408
C 2.540 0.073 -2.491 -0.0561
C 1.455 0.281 -1.316 -0.0948
C -0.056 0.294 -1.919 -0.1854
O -1.062 0.358 -1.174 -0.0073
C 3.618 1.197 -2.735 -0.1872
H 5.835 -0.813 -1.831 0.0653
H 6.980 -0.696 -0.317 0.0803
H 6.675 0.787 -1.453 0.0427
H 5.237 0.117 1.020 0.0822
H 4.028 -0.465 -0.224 0.0634
H 6.606 2.878 0.628 0.0554
H 5.612 4.259 -0.075 0.0440
H 6.530 3.137 -1.272 0.0282
H 2.958 7.209 -1.901 0.1070
H 4.712 7.598 -3.927 0.0911
H 6.042 5.452 -4.966 0.0939
H 5.526 0.620 -6.638 0.1139
H 5.492 -1.208 -6.780 0.1036
H 7.357 -0.046 -4.490 0.0912
H 7.690 -1.455 -5.749 0.1057
H 7.555 1.654 -6.340 0.0412
H 7.740 0.324 -7.597 0.0873
H 10.021 1.019 -4.966 -0.1252
H 2.343 -2.907 -5.663 0.0931
H 3.901 -2.502 -6.535 0.0987
H 5.243 -4.105 -5.291 0.1126
H 4.329 -3.748 -3.681 0.1142
H 3.970 -6.224 -4.476 0.1153
H 2.351 -5.284 -4.517 0.0960
H 3.132 -6.938 -6.538 0.1010
H 4.171 -5.539 -7.119 0.1205
H 1.253 -4.721 -6.329 0.1078
H 2.180 -4.371 -7.905 0.0999
H -0.034 -6.390 -7.463 0.1285
H 1.465 -7.327 -7.992 0.1298
H 1.448 -3.073 -9.454 0.0689
H 0.798 -3.549 -11.149 0.0949
H -0.228 -2.528 -10.013 0.0941
H 1.487 -3.286 -3.811 0.0872
H 0.357 -1.906 -3.359 0.1214
H 1.538 -4.092 -1.620 0.1412
H 2.158 -2.471 -0.947 0.1178
H -1.630 -3.592 1.885 0.0945
H -2.274 -2.412 0.517 0.0859
H -2.045 -4.195 0.136 0.0918
H 1.513 -0.548 -0.511 0.1135
H 1.568 1.271 -0.760 0.1064
H -0.103 0.205 -3.076 0.1360
O -5.992 -0.136 3.475 -0.2493
P -6.828 0.363 2.292 0.7059
O -5.802 1.580 1.815 -0.2167
C -4.418 1.325 1.606 -0.2925
C -4.133 1.013 0.150 -0.0776
O -7.886 1.278 3.180 -0.2257
C -8.183 0.924 4.525 -0.3017
C -7.327 1.735 5.483 -0.0816
O -7.817 0.788 0.959 -0.1985
C -7.557 0.236 -0.320 -0.3017
C -7.319 -1.260 -0.293 -0.0887
H -4.051 0.515 2.242 0.1025
H -3.879 2.232 1.890 0.1200
H -4.577 0.055 -0.134 0.0619
H -3.057 0.952 -0.032 0.0510
H -4.555 1.781 -0.504 0.0822
H -8.055 -0.150 4.685 0.1026
H -9.237 1.147 4.703 0.1148
H -6.269 1.709 5.213 0.0701
H -7.438 1.369 6.507 0.0709
H -7.626 2.788 5.457 0.0758
H -6.721 0.766 -0.781 0.0982
H -8.433 0.444 -0.940 0.1232
H -6.455 -1.518 0.330 0.0624
H -7.135 -1.635 -1.301 0.0851
H -8.186 -1.779 0.125 0.0846
O -5.784 1.908 11.967 -0.2458
P -4.584 2.453 11.185 0.7065
O -3.931 0.984 10.760 -0.2171
C -4.723 -0.027 10.155 -0.2961
C -4.630 0.045 8.643 -0.0817
O -3.627 2.768 12.499 -0.2264
C -4.216 3.086 13.754 -0.3041
C -4.290 1.846 14.630 -0.0782
O -3.316 3.161 10.280 -0.1988
C -3.461 3.348 8.883 -0.3014
C -4.788 3.962 8.488 -0.0860
H -5.770 0.024 10.468 0.1043
H -4.329 -0.988 10.496 0.1187
H -5.113 0.954 8.272 0.0540
H -5.125 -0.812 8.179 0.0805
H -3.587 0.065 8.316 0.0800
H -5.201 3.541 13.620 0.1018
H -3.585 3.834 14.239 0.1135
H -4.735 0.998 14.105 0.0711
H -4.873 2.044 15.533 0.0755
H -3.285 1.534 14.928 0.0755
H -3.290 2.398 8.372 0.0969
H -2.657 4.018 8.566 0.1239
H -5.632 3.335 8.796 0.0632
H -4.839 4.093 7.405 0.0844
H -4.916 4.937 8.967 0.0847
```

The value obtained for the frontier orbital gap is 6.8 eV. The SMILES is CCP(C)N1c2c(ON=O)cccc2Sc2c(CCCS)c(CCCCCCOC(C)=O)c(CCOC(C)=O)c(CC=O)c21.CCOP(=O)(OCC)OCC.CCOP(=O)(OCC)OCC. As for the HOMO energy: -7.991 eV. The total energy is -4778.3150 hartree.